Below is a structure of composition C25H58N2O2Si3Ti in a non-equilibrium geometry, with properties calculated with wB97M-V/def2-TZVPD.

The geometry in XYZ format:
```
91
C25H58N2O2Si3Ti (wB97M-V/def2-TZVPD)
Ti 0.049 0.678 0.242
Si 1.113 -2.613 1.300
Si -2.763 0.480 -0.348
Si 2.349 1.661 -0.487
O -2.240 -0.060 -6.211
O -0.761 1.182 -3.855
N 0.451 -0.963 1.366
N -0.310 0.923 2.332
C -0.145 -3.787 2.019
C -3.175 -0.502 1.208
C 1.190 2.714 0.599
C -0.030 2.264 -5.997
C -0.459 -0.158 4.872
C 0.096 -0.909 3.834
C 2.685 -2.625 2.311
C 0.092 -0.349 2.558
C -0.883 1.146 4.618
C 3.659 0.849 0.595
C 1.480 -3.088 -0.466
C -0.742 1.701 3.354
C -1.643 -1.274 -5.782
C -1.598 2.319 -3.560
C -0.381 -1.505 -6.580
C 3.204 2.804 -1.719
C -3.522 0.138 -5.646
C -0.846 3.580 -3.187
C -2.014 -0.754 -1.572
C 1.520 0.262 -1.506
C -4.392 1.098 -1.061
C 0.336 1.500 -4.744
C -1.077 3.140 3.106
C -1.685 1.992 -0.020
C -4.207 1.261 -6.392
H -0.544 -0.587 5.869
H -0.822 -4.159 1.238
H -1.316 1.775 5.400
H 0.299 -0.653 -6.502
H -4.238 -0.785 1.138
H -2.595 -1.432 1.303
H 2.833 -3.639 2.712
H 1.080 2.076 -4.163
H -1.473 -0.295 -2.415
H -2.255 2.501 -4.428
H 0.842 2.265 -6.664
H -4.132 -0.783 -5.708
H 1.112 0.622 -2.456
H -0.751 -3.336 2.816
H 3.387 3.791 -1.273
H -5.216 1.406 -6.007
H 0.588 -3.077 -1.106
H -1.547 2.666 -0.881
H -1.546 4.267 -2.700
H -0.001 3.387 -2.507
H 2.612 2.960 -2.630
H -4.346 1.236 -2.152
H -3.399 0.396 -4.578
H 0.392 -4.649 2.443
H -4.279 1.026 -7.459
H 1.708 2.911 1.549
H 0.742 -0.461 -1.107
H 3.292 -0.052 1.111
H 1.063 3.657 0.047
H -0.626 -1.653 -7.636
H -0.865 1.790 -6.523
H 0.509 -1.907 3.983
H 0.781 0.530 -4.994
H -5.203 0.388 -0.839
H -1.155 3.636 4.084
H 0.122 -2.400 -6.211
H -2.055 3.268 2.614
H -3.650 2.200 -6.277
H -2.885 -1.270 -2.010
H 3.982 1.573 1.357
H 2.260 -2.469 -0.930
H -1.387 -1.538 -1.114
H -2.253 1.985 -2.741
H -2.097 2.573 0.815
H -0.311 3.676 2.525
H -4.647 2.064 -0.600
H 1.852 -4.125 -0.429
H 0.098 2.451 0.927
H -3.049 0.078 2.132
H -1.425 -1.201 -4.704
H 4.180 2.397 -2.020
H -2.339 -2.120 -5.941
H 2.362 -0.409 -1.735
H -0.467 4.088 -4.076
H 2.652 -1.928 3.160
H 3.556 -2.374 1.692
H -0.270 3.312 -5.786
H 4.532 0.570 -0.016
```

spin multiplicity: 3
energy above the lowest of the compared OMol25 structures with the same formula, charge and spin: 0.00 kJ/mol
E_tot: -80690.2149 eV
largest force on an atom: 0.0398 Eh/bohr
HOMO (spin up / spin down): -5.816 / -7.101 eV
charge: 0
orbital gap (spin up / spin down): 6.4 / 7.7 eV

Atom charges from the Mulliken analysis, given in e for atoms 1 to 4: Ti -2.16; Si 0.33; Si 0.94; Si 1.18